This record from the Open Molecules 2025 dataset describes 35 unconnected molecules or ions with the total composition C24H111FN3O39S at a distorted geometry. The level of theory is ωB97M-V with the def2-TZVPD basis set.

Structure (XYZ):
```
179
Properties=species:S:1:pos:R:3:lowdin_charge:R:1
C 6.6438 -1.9338 0.6800 -0.124
C 6.8085 -2.0901 -0.9446 -0.235
C 5.6312 -1.3761 -1.8348 -0.202
C 4.4411 -2.4409 -2.3295 -0.190
C 3.8481 -3.3443 -1.0795 -0.191
C 3.1814 -2.3707 0.0846 -0.201
C 2.9384 -3.2972 1.4163 -0.197
C 2.6893 -2.4654 2.8063 -0.163
C 1.1185 -2.4876 3.3382 -0.125
C 0.0250 -2.4310 2.1252 0.043
C -0.6423 -3.7394 1.4267 -0.011
C -0.3343 -5.2832 1.8904 -0.131
C -1.3177 -5.7277 3.1647 -0.135
C -2.5294 -4.6650 3.4611 -0.225
O -2.1054 -3.4888 4.2918 -0.162
C -1.6725 -3.4113 0.2606 -0.131
S -2.4538 -4.9463 -0.5746 0.930
O -3.1364 -5.9018 0.4316 -0.315
O -1.3099 -5.6723 -1.3729 -0.324
F -3.5944 -4.4415 -1.7979 -0.243
N -2.1119 -2.1523 -0.3265 0.175
N -1.5155 -1.1341 0.3227 -0.158
N -1.8955 0.1328 -0.1881 -0.010
C -3.4094 0.2440 -0.0133 -0.181
C -4.2580 0.0409 -1.4048 -0.199
C -5.6747 -0.7767 -1.0561 -0.106
C -0.5700 -1.1080 1.4326 0.042
C -0.0622 0.3518 2.0332 -0.059
C 1.3905 0.8441 1.3875 -0.102
O 2.0333 1.6555 2.4734 -0.144
C 2.0593 3.0822 2.1100 -0.200
O 3.2205 3.5853 1.6124 -0.015
C 0.7031 3.9623 2.3863 -0.114
C 0.5397 5.0068 1.1292 -0.119
H 6.4764 -2.9841 1.2219 0.073
H 7.6948 -1.5491 1.0935 0.071
H 5.8607 -1.1220 1.0201 0.044
H 6.9544 -3.2263 -1.2637 0.102
H 7.8253 -1.5453 -1.2397 0.076
H 5.1078 -0.4984 -1.2408 0.098
H 6.1456 -0.8946 -2.7973 0.095
H 3.5479 -1.8371 -2.8400 0.096
H 4.8852 -3.1439 -3.1858 0.087
H 4.6208 -4.0976 -0.6251 0.104
H 2.9724 -4.0051 -1.5491 0.114
H 3.8220 -1.3902 0.2891 0.084
H 2.1437 -1.9679 -0.3468 0.078
H 3.9440 -3.9182 1.5772 0.120
H 2.1125 -4.0808 1.1463 0.091
H 3.1425 -1.3636 2.7789 0.114
H 3.3106 -3.0320 3.6528 0.130
H 0.9672 -3.5196 3.8937 0.122
H 0.9862 -1.6452 4.1536 0.132
H 0.7671 -5.3002 2.3511 0.123
H -0.3286 -6.0718 1.0261 0.125
H -1.6958 -6.8365 3.0234 0.136
H -0.6489 -5.7510 4.1532 0.132
H -3.3123 -5.2424 4.1534 0.145
H -3.1407 -4.3305 2.5143 0.107
H -2.5310 -3.5705 5.2169 0.121
H -1.7602 0.0601 -1.2323 0.130
H -3.7929 -0.4624 0.8449 0.108
H -3.6125 1.3605 0.3393 0.130
H -3.7129 -0.6253 -2.2095 0.068
H -4.4838 1.0793 -1.9070 0.114
H -6.5032 0.0427 -0.8653 0.071
H -5.5612 -1.4883 -0.1217 0.083
H -5.9311 -1.4572 -1.9978 0.041
H 0.1745 0.1452 3.1849 0.133
H -0.8854 1.1832 2.0216 0.113
H 2.0475 -0.1334 1.3084 0.111
H 1.2785 1.4277 0.3802 0.163
H 0.7425 4.5911 3.3989 0.137
H -0.2785 3.2925 2.4899 0.115
H -0.1280 4.4477 0.3186 0.089
H 1.5418 5.3204 0.6119 0.065
H 0.0293 6.0147 1.5031 0.105
O -6.1832 -4.0062 3.4889 -0.050
H -5.4003 -3.5764 3.8648 0.003
H -5.8261 -4.5703 2.7866 0.033
O 2.4190 7.5107 2.0529 -0.060
H 2.4889 7.2887 2.9936 0.005
H 2.8825 6.7864 1.6063 0.025
O -6.8449 -3.6820 -2.5545 -0.053
H -5.9373 -4.0168 -2.4976 0.030
H -7.3274 -4.1997 -1.8927 0.010
O -4.6691 0.7508 2.7573 -0.064
H -3.7616 0.4160 2.8143 0.018
H -5.1517 0.2330 3.4191 0.032
O -6.6438 -1.1844 -4.1079 -0.078
H -7.2252 -0.9694 -4.8527 0.034
H -6.9133 -2.0790 -3.8510 -0.005
O 1.0229 5.4225 -1.8864 -0.078
H 0.9940 5.5053 -2.8514 0.042
H 1.5008 6.2144 -1.5976 0.012
O 0.9311 -1.4339 -1.9338 -0.058
H 0.3154 -1.5760 -1.1992 -0.008
H 0.4713 -1.8080 -2.7004 0.064
O 5.7574 -4.0336 -4.9176 -0.067
H 5.4474 -4.9231 -5.1448 0.045
H 6.7129 -4.0714 -5.0741 0.049
O 9.7229 -1.0105 -1.5676 -0.079
H 9.6940 -0.9277 -2.5326 0.026
H 10.2008 -0.2186 -1.2788 0.027
O -8.9053 -0.9718 -0.5038 -0.078
H -8.8353 -1.1937 0.4368 0.020
H -8.4417 -1.6961 -0.9505 0.018
O -0.4511 2.4788 -1.8885 -0.058
H -0.8740 1.8431 -1.2919 -0.014
H -0.7907 2.2400 -2.7641 0.010
O -8.0221 0.1280 1.8080 -0.050
H -8.5632 0.9319 1.8091 0.039
H -7.1305 0.4456 2.0158 0.033
O -8.8216 -5.3167 -1.3049 -0.050
H -9.4031 -5.1018 -2.0497 0.049
H -9.0912 -6.2113 -1.0480 0.068
O -11.5199 -3.5985 -1.5488 -0.058
H -12.0609 -2.7946 -1.5476 0.055
H -10.6283 -3.2810 -1.3409 0.016
O -5.9710 2.4737 -0.2724 -0.076
H -6.1108 3.2616 0.2740 0.042
H -6.7010 2.4977 -0.9092 0.037
O -9.5024 -1.6476 -4.6665 -0.050
H -10.1181 -1.7897 -3.9318 0.038
H -9.9623 -2.0216 -5.4331 0.053
O 5.4495 4.6032 0.0375 -0.062
H 5.1321 4.4391 -0.8632 0.038
H 4.8356 4.1037 0.5967 -0.015
O 10.3974 0.7521 1.0364 -0.061
H 11.3049 0.4173 1.0934 0.046
H 9.9148 0.2344 1.6983 0.038
O 2.8974 6.8254 5.3028 -0.053
H 3.8049 6.4906 5.3598 0.062
H 2.4148 6.3076 5.9647 0.063
O -14.5762 -4.4624 -0.5894 -0.068
H -14.8861 -5.3519 -0.8166 0.040
H -13.6206 -4.5002 -0.7459 0.004
O 7.7987 -5.2707 -0.1320 -0.068
H 7.4888 -6.1602 -0.3592 0.040
H 8.7543 -5.3085 -0.2885 0.047
O -3.7024 -2.0425 -3.5966 -0.075
H -4.2838 -1.8276 -4.3413 0.044
H -3.9719 -2.9372 -3.3397 0.012
O 4.4327 0.8609 -3.8758 -0.060
H 3.5691 0.5385 -3.5771 0.033
H 4.3400 1.8254 -3.8625 0.043
O 8.3039 0.1488 -4.2204 -0.069
H 8.1640 0.9368 -3.6740 0.047
H 7.5739 0.1729 -4.8572 -0.002
O 3.1339 7.8193 -2.3015 -0.072
H 3.9168 8.2491 -1.9256 0.009
H 3.4911 7.2552 -3.0038 0.034
O 4.2971 0.5954 1.5957 -0.077
H 3.7561 1.3993 1.5969 -0.002
H 5.1887 0.9130 1.8035 0.063
O 4.4039 8.4405 7.0374 -0.079
H 4.2640 9.2285 7.5838 0.052
H 3.6739 8.4646 6.4007 0.001
O -8.4166 3.2520 0.4273 -0.057
H -8.7297 2.3606 0.2122 0.039
H -9.2119 3.7114 0.7362 0.062
O -1.4206 1.8951 -5.0166 -0.054
H -2.2555 1.4482 -5.2221 0.045
H -1.0821 2.1684 -5.8824 0.049
O 4.6245 10.0826 4.3709 -0.064
H 4.2234 9.2849 3.9945 0.019
H 5.2939 9.7417 4.9830 0.031
O 5.8339 8.0394 -2.3525 -0.072
H 6.6168 8.4693 -1.9766 0.052
H 6.1911 7.4753 -3.0548 0.061
O 6.3794 0.8843 -6.4630 -0.058
H 5.5445 0.4374 -6.6686 0.049
H 6.7179 1.1577 -7.3288 0.053
O -4.1639 -1.3518 5.0863 -0.046
H -4.0939 -1.5738 6.0269 0.058
H -3.7004 -2.0761 4.6396 -0.006
O 6.2834 8.4177 0.2782 -0.063
H 5.9703 7.5263 0.0631 0.026
H 5.4881 8.8771 0.5871 0.047
```

## Properties
- Frontier orbital gap: 5.8 eV
- Maximum force: 0.17755 hartree/bohr
- E_HOMO: -10.730 eV
- Net charge: +1
- E_LUMO: -4.96 eV